1.
Here is a structure of composition C22H38AsBBrO4RhS5 from OMol25. Energies are from wB97M-V/def2-TZVPD.

Results
Energy above the lowest of the compared OMol25 structures with the same formula, charge and spin   0.022 eV
Net charge   -2
LUMO level   3.848 eV
Highest occupied orbital energy   -1.25 eV
Multiplicity   1

Last column: Löwdin charge in e.
CARTESIAN COORDINATES (ANGSTROEM)
Rh -0.428 1.418 -1.083  0.279
S -1.126 5.565 -2.846  -0.184
As -1.973 4.298 -1.368  -0.483
S -0.444 3.418 0.002  0.060
S -2.257 2.227 -2.172  0.099
S -3.681 5.035 -0.382  -0.253
C 2.528 -2.862 4.778  -0.063
C 1.280 -2.049 5.151  -0.567
C 0.402 -2.925 6.047  -0.080
C 1.715 -0.822 5.966  -0.058
C 0.548 -1.598 3.890  -0.207
C 1.216 -0.835 2.931  -0.117
C 0.561 -0.415 1.803  -0.506
Br 1.536 0.612 0.515  0.899
C -0.818 -0.672 1.498  -0.416
O -1.348 -0.235 0.436  -0.189
C -1.482 -1.472 2.491  -0.091
C -0.785 -1.891 3.620  -0.020
C -2.951 -1.919 2.374  -0.533
C -3.733 -1.434 3.606  -0.060
C -3.699 -1.399 1.140  -0.064
C -3.005 -3.455 2.325  -0.063
H 3.065 -3.183 5.677  0.072
H 3.214 -2.276 4.165  0.072
H 2.247 -3.749 4.206  0.085
H 0.972 -3.238 6.927  0.075
H 0.067 -3.822 5.523  0.082
H -0.480 -2.384 6.393  0.081
H 2.262 -1.122 6.866  0.073
H 0.843 -0.238 6.267  0.087
H 2.360 -0.169 5.376  0.076
H 2.256 -0.557 3.066  0.092
H -1.331 -2.490 4.339  0.082
H -3.697 -0.345 3.667  0.093
H -3.331 -1.839 4.536  0.065
H -4.782 -1.738 3.530  0.074
H -3.700 -0.314 1.081  0.095
H -4.734 -1.759 1.196  0.076
H -3.252 -1.759 0.215  0.063
H -2.575 -3.907 3.222  0.067
H -2.445 -3.824 1.463  0.081
H -4.042 -3.797 2.235  0.073
C -1.737 -2.685 -2.723  -0.253
S -1.836 -0.891 -2.569  0.794
C -1.933 -0.508 -4.322  -0.260
O -0.439 -0.509 -2.185  -0.610
H -2.714 -3.076 -3.009  0.048
H -1.465 -3.051 -1.735  0.047
H -0.973 -2.956 -3.451  0.050
H -2.858 -0.915 -4.733  0.052
H -1.054 -0.924 -4.814  0.054
H -1.929 0.580 -4.383  0.012
C 2.456 1.063 -4.999  -0.022
C 1.843 2.364 -4.483  -0.482
C 1.490 3.284 -5.641  -0.013
O 0.631 2.006 -3.820  0.049
B 0.817 2.074 -2.440  -0.858
O 2.101 2.551 -2.157  0.034
C 2.695 3.048 -3.359  -0.483
C 2.567 4.566 -3.328  -0.025
C 4.167 2.654 -3.365  -0.024
H 1.735 0.585 -5.665  0.082
H 2.654 0.380 -4.172  0.093
H 3.383 1.234 -5.552  0.079
H 0.932 2.723 -6.394  0.083
H 2.390 3.691 -6.112  0.084
H 0.864 4.102 -5.288  0.082
H 1.523 4.871 -3.234  0.021
H 3.005 5.027 -4.217  0.081
H 3.096 4.935 -2.447  0.092
H 4.296 1.585 -3.200  0.079
H 4.679 3.186 -2.563  0.083
H 4.640 2.927 -4.313  0.084

Atomic forces in eV per Å
0.315 -0.203 0.139
0.016 -0.002 0.000
0.114 0.022 -0.035
-0.029 0.203 0.037
-0.122 -0.048 -0.162
-0.006 0.000 0.002
-0.004 -0.006 -0.003
-0.003 0.012 0.007
-0.001 0.000 0.008
0.004 -0.002 0.000
0.009 -0.029 0.007
0.047 0.025 -0.006
-0.069 0.030 0.007
-0.055 -0.100 -0.080
0.149 0.000 -0.042
-0.301 -0.017 0.077
0.010 -0.001 -0.026
-0.004 -0.020 0.010
0.009 0.027 -0.002
-0.009 0.006 0.000
0.009 -0.014 -0.010
-0.005 -0.003 0.012
0.005 -0.001 0.005
-0.001 0.004 -0.003
-0.005 -0.003 0.000
0.002 0.002 0.003
0.004 -0.004 -0.005
-0.004 0.006 -0.004
0.001 -0.004 0.005
-0.005 0.001 -0.003
0.004 0.001 -0.002
0.005 -0.010 -0.011
0.004 -0.001 0.004
-0.002 0.005 -0.003
0.004 0.006 -0.001
-0.003 -0.007 0.002
0.001 0.011 0.008
0.001 0.005 -0.005
0.001 0.000 0.000
0.002 -0.001 -0.003
-0.002 0.000 -0.007
-0.006 -0.002 0.003
-0.012 0.088 0.032
-0.240 -0.153 -0.076
-0.027 -0.023 0.072
0.417 -0.054 -0.029
-0.006 0.003 -0.025
-0.015 0.001 0.011
0.027 0.015 0.008
-0.009 0.006 0.004
0.008 -0.001 -0.004
0.024 0.015 0.007
0.022 0.010 -0.005
-0.005 -0.014 -0.024
0.031 -0.001 0.001
-0.045 0.007 0.150
-0.120 0.421 -0.092
-0.041 -0.213 0.059
0.018 -0.044 -0.014
-0.029 0.041 0.000
0.001 0.031 -0.001
-0.005 0.002 0.003
-0.004 0.001 0.004
-0.009 0.001 -0.008
-0.018 0.003 0.014
0.001 -0.013 -0.007
-0.005 0.002 -0.006
-0.032 -0.012 -0.019
0.008 -0.004 0.007
-0.004 -0.007 0.003
-0.009 -0.001 -0.010
0.000 -0.008 0.013
-0.003 0.013 0.003



2.
Here is a cluster of 10 separate species, C22H38Br16F2O6 in total at a distorted geometry from OMol25. Energies are from wB97M-V/def2-TZVPD.

Results
Energy above the lowest of the compared OMol25 structures with the same formula, charge and spin   1.547 eV
Net charge   0
LUMO level   0.004 eV
SMILES string   O=C1OC[C@@H](F)O1.O=C1OC[C@@H](F)O1.BrCCBr.BrCCBr.BrCCBr.BrCCBr.BrCCBr.BrCCBr.BrCCBr.BrCCBr
Highest occupied orbital energy   -9.73 eV
Multiplicity   1

Last column: Löwdin charge in e.
CARTESIAN COORDINATES (ANGSTROEM)
O 16.664 13.333 13.007  0.193
C 17.476 12.646 12.525  -0.518
O 17.291 11.697 11.523  -0.029
C 18.557 11.068 11.184  -0.075
C 19.506 12.001 11.917  -0.270
F 19.938 12.939 10.968  0.005
O 18.762 12.583 12.957  0.148
H 18.601 9.989 11.451  0.133
H 18.714 11.200 10.136  0.079
H 20.444 11.620 12.317  0.170
O 11.546 14.240 9.285  0.113
C 12.419 13.454 9.581  -0.529
O 13.492 13.754 10.405  0.020
C 14.229 12.534 10.702  -0.017
C 13.437 11.436 9.890  -0.292
F 12.830 10.649 10.905  -0.029
O 12.465 12.151 9.197  0.098
H 15.263 12.562 10.354  0.101
H 14.143 12.276 11.831  0.171
H 13.981 10.732 9.313  0.019
Br 7.331 13.448 8.879  0.683
C 8.663 14.840 8.535  -0.715
C 7.950 15.936 7.820  -0.706
Br 9.133 17.504 7.674  0.638
H 9.354 14.380 7.862  -0.038
H 9.093 15.268 9.474  0.069
H 7.037 16.270 8.349  0.057
H 7.660 15.632 6.785  0.071
Br 8.837 10.094 10.342  0.659
C 8.866 11.442 11.676  -0.719
C 10.059 12.289 11.380  -0.792
Br 10.195 13.841 12.480  0.702
H 8.805 10.993 12.654  0.063
H 7.979 12.026 11.204  0.014
H 10.101 12.690 10.378  0.006
H 10.986 11.675 11.529  0.053
Br 12.162 19.323 9.916  0.497
C 12.791 17.794 8.667  -0.575
C 13.034 18.408 7.248  -0.666
Br 14.748 19.355 7.235  0.585
H 12.055 17.007 8.654  0.013
H 13.719 17.458 9.083  -0.050
H 12.248 19.030 6.864  0.040
H 13.130 17.632 6.513  0.002
Br 15.200 10.924 6.986  0.728
C 14.540 12.350 5.967  -0.786
C 14.322 13.663 6.719  -0.570
Br 13.949 14.880 5.174  0.652
H 13.652 11.988 5.438  0.030
H 15.264 12.397 5.123  0.050
H 15.185 13.902 7.351  0.031
H 13.415 13.637 7.208  -0.010
Br 15.846 8.789 10.395  0.698
C 15.681 8.922 12.336  -0.725
C 14.628 7.986 12.850  -0.699
Br 14.838 8.094 14.759  0.682
H 15.585 9.988 12.580  0.049
H 16.681 8.661 12.715  0.046
H 14.667 7.008 12.488  0.036
H 13.604 8.364 12.585  0.079
Br 17.867 13.274 8.317  0.675
C 17.843 15.195 7.853  -0.690
C 18.487 15.446 6.474  -0.641
Br 18.169 17.351 6.115  0.617
H 18.308 15.676 8.725  0.041
H 16.837 15.470 7.948  -0.034
H 18.120 14.785 5.693  0.056
H 19.579 15.363 6.524  0.055
Br 13.306 16.620 14.270  0.706
C 13.715 16.255 12.457  -0.705
C 15.214 16.314 12.395  -0.618
Br 15.965 16.596 10.546  0.637
H 13.287 16.946 11.834  0.001
H 13.404 15.253 12.293  0.019
H 15.701 15.319 12.575  0.027
H 15.833 17.169 12.821  0.061
Br 10.304 12.751 5.801  0.685
C 10.751 10.867 6.067  -0.656
C 9.963 9.976 5.103  -0.717
Br 10.103 8.072 5.445  0.624
H 10.388 10.615 7.071  0.047
H 11.841 10.735 5.951  0.047
H 10.278 10.144 4.075  0.054
H 8.916 10.200 5.162  0.037

Atomic forces in eV per Å
-1.272 0.573 0.126
0.897 -1.948 -0.755
0.017 0.465 0.681
-0.462 0.366 1.022
1.398 -0.150 -0.248
-0.531 0.082 0.830
0.591 0.151 -1.248
-0.226 0.855 0.129
0.037 -0.123 -0.681
-0.353 -0.329 0.208
1.868 -1.512 0.171
-0.183 1.566 1.023
-0.629 -1.109 -0.826
-0.923 -1.031 0.305
-0.178 1.054 3.081
-0.116 0.193 -0.845
-0.032 -0.221 -0.292
-0.090 0.511 0.191
0.264 0.656 -1.997
0.278 -0.142 -0.781
0.186 0.041 0.189
-0.296 0.757 0.763
-1.200 0.538 -0.963
-0.215 -0.324 -0.027
0.763 -0.213 0.188
-0.232 -1.023 -0.680
0.674 -0.085 -0.265
0.296 0.364 0.836
0.336 -1.624 -0.772
-1.956 2.176 -2.220
1.920 -1.117 0.308
-0.027 0.551 0.684
-0.257 0.272 0.164
1.022 -0.724 2.226
-0.470 -0.268 -0.277
-0.785 0.727 -0.019
0.426 -1.463 -0.896
-0.232 2.211 -0.927
0.310 -0.730 1.296
-0.456 -0.016 -0.098
-0.480 0.006 0.148
0.340 -0.121 0.306
-0.244 0.634 0.333
0.291 -0.652 -0.145
0.407 -1.205 1.057
0.143 0.382 -2.006
1.566 -0.750 -2.449
0.389 0.141 0.931
-0.186 0.324 0.534
-0.252 0.625 0.824
-0.323 0.436 -0.417
-1.738 0.056 1.304
-0.069 0.015 -0.159
1.383 0.215 -0.214
-1.580 2.544 0.002
-0.243 -0.339 0.467
-0.597 -0.451 -0.099
-0.442 -0.205 -0.178
0.584 -1.541 -0.277
0.941 -0.221 0.387
-0.014 0.258 -0.275
1.558 -0.527 0.192
0.293 0.357 1.393
-0.058 -0.475 -0.237
0.391 -0.060 -0.704
-1.550 0.327 -0.477
-0.308 0.354 -0.011
-0.360 -0.135 0.053
-0.583 0.302 1.050
2.195 -0.841 1.143
2.917 -0.276 -0.753
-0.479 -0.147 -0.324
-1.374 1.647 -1.388
-0.478 -0.575 -0.488
-0.638 1.215 0.527
-1.642 -1.260 0.259
0.236 -0.336 -0.170
-0.303 -1.049 0.308
0.395 0.777 -0.561
0.264 0.196 0.185
0.568 0.276 -0.084
-0.636 0.147 0.239
0.039 -0.137 0.046
-0.486 0.112 0.123